The following is a DFT calculation (ωB97M-V/def2-TZVPD) of a single C2H3BrN2S molecule in a non-equilibrium geometry.

XYZ file:
```
9
Properties=species:S:1:pos:R:3:forces:R:3:mulliken_spin:R:1
C 0.05005 -1.25841 -0.02689 3.48 -3.98 -1.24 0.21
C 1.50400 1.02532 0.01766 -0.35 3.47 -0.07 0.76
N -1.01068 -0.65978 0.14558 -0.18 -0.96 -0.31 0.10
N -1.56587 0.30159 0.48748 -2.19 2.56 1.12 0.27
S 1.70687 -0.60806 -0.17829 0.01 -0.94 -0.26 0.24
Br -3.58731 0.32690 -0.21502 0.10 0.10 -0.10 0.39
H 0.13738 -2.40279 -0.20955 -0.71 2.06 0.59 0.02
H 0.48996 1.43656 0.20075 0.77 -0.43 -0.16 0.01
H 2.27559 1.83867 -0.22172 -0.95 -1.88 0.43 0.01
```
Forces are in eV/Å.

As for the frontier orbital gap (alpha / beta): 6.9078 / 6.9380 eV. Its spin multiplicity is 3. The relative energy (zero: lowest compared OMol25 entry of this formula, charge and spin) comes out at 153.2 kJ/mol. The calculation puts the molar mass at 167.03 g/mol. The highest occupied orbital energy (alpha / beta) is -7.436 / -9.322 eV. As for the calculated total energy: -85974.872 eV. The LUMO energy (alpha / beta) is -0.53 / -2.38 eV.

The following is a DFT calculation (ωB97M-V/def2-TZVPD) of a single C2H3BrN2S molecule in a non-equilibrium geometry.

XYZ file:
```
9
Properties=species:S:1:pos:R:3:forces:R:3:mulliken_spin:R:1
C 0.23127 1.03909 1.50908 0.48 2.26 1.68 -0.05
C -0.38675 -0.15477 1.12262 -1.19 -0.33 -0.85 0.03
N 0.78601 1.92946 1.96524 0.32 0.72 -0.04 0.02
N 0.65495 -0.99269 0.61616 -2.22 0.05 -4.81 0.26
S 2.08525 -1.36521 1.48786 3.26 1.39 3.42 1.46
Br 2.24661 -3.33875 1.04678 0.17 -2.20 -0.71 0.23
H -0.94385 -0.56932 1.94489 -0.08 -0.43 0.36 0.04
H -1.10577 0.09749 0.33908 -0.11 -0.38 0.02 0.03
H 1.01040 -0.54807 -0.29243 -0.64 -1.09 0.94 -0.02
```
Forces are in eV/Å.

As for the frontier orbital gap (alpha / beta): 4.8323 / 7.1846 eV. Its spin multiplicity is 3. The relative energy (zero: lowest compared OMol25 entry of this formula, charge and spin) comes out at 181.9 kJ/mol. The calculation puts the molar mass at 167.03 g/mol. The highest occupied orbital energy (alpha / beta) is -4.791 / -9.966 eV. As for the calculated total energy: -85974.575 eV. The LUMO energy (alpha / beta) is 0.04 / -2.78 eV.

The following is a DFT calculation (ωB97M-V/def2-TZVPD) of 2 unconnected molecules or ions with the total composition C2H3BrN3 in a non-equilibrium geometry.

XYZ file:
```
9
Properties=species:S:1:pos:R:3:forces:R:3:nbo_charge:R:1
C -0.99100 0.60133 -0.37556 2.77 0.46 0.28 0.15
C 0.83597 -0.34236 0.21998 1.22 -3.29 1.63 0.21
N -0.04501 1.26817 -1.00906 0.22 -2.12 0.12 -0.18
N 1.11253 0.53814 -0.70024 1.03 3.00 -2.09 -0.35
N -0.47094 -0.38082 0.42282 -1.00 0.11 0.29 -0.38
Br -1.94580 -2.40143 2.32933 0.71 1.00 -0.93 0.58
H -1.94871 0.95153 -0.39517 -2.48 0.43 0.02 0.23
H 1.47775 -1.10118 0.79906 -0.58 1.66 -1.47 0.26
H 1.97520 0.86664 -1.29116 -1.90 -1.24 2.15 0.48
```
Forces are in eV/Å.

As for the frontier orbital gap (alpha / beta): 4.8578 / 4.9263 eV. The net charge is +1. The relative energy (zero: lowest compared OMol25 entry of this formula, charge and spin) comes out at 71.4 kJ/mol. The calculation puts the molar mass at 148.97 g/mol. The highest occupied orbital energy (alpha / beta) is -15.161 / -15.210 eV. As for the calculated total energy: -76622.872 eV. The LUMO energy (alpha / beta) is -10.30 / -10.28 eV.

The following is a DFT calculation (ωB97M-V/def2-TZVPD) of a single C2H3BrO molecule in a non-equilibrium geometry.

XYZ file:
```
7
Properties=species:S:1:pos:R:3:forces:R:3:nbo_charge:R:1
C -0.07576 -0.90775 -0.03869 -0.71 0.13 -3.23 0.42
C -0.20151 0.51876 0.19455 3.68 1.63 0.59 -0.52
O 0.02089 -1.73201 0.79050 0.04 -1.52 1.51 -0.48
Br 0.65379 1.46541 -1.32627 -0.64 -0.10 0.36 -0.02
H 0.02864 -1.04259 -1.14781 -0.04 -1.03 0.39 0.10
H -0.99964 1.05831 0.56725 -2.18 0.54 0.22 0.26
H 0.57359 0.63987 0.96047 -0.15 0.35 0.15 0.25
```
Forces are in eV/Å.

As for the SMILES: O=CCBr. As for the frontier orbital gap: 11.0275 eV. The relative energy (zero: lowest compared OMol25 entry of this formula, charge and spin) comes out at 91.5 kJ/mol. The calculation puts the molar mass at 122.95 g/mol. The highest occupied orbital energy is -10.575 eV. As for the calculated total energy: -74211.464 eV. The LUMO energy is 0.45 eV.

The following is a DFT calculation (ωB97M-V/def2-TZVPD) of 2 unconnected molecules or ions with the total composition C2H3BrO in a non-equilibrium geometry.

XYZ file:
```
7
Properties=species:S:1:pos:R:3:forces:R:3:mulliken_spin:R:1
C -0.94782 0.58852 -0.33271 -0.25 0.86 -3.33 0.71
C -1.47664 0.35937 0.81534 0.24 -0.59 4.79 0.60
O -0.45826 0.59043 -1.39407 2.13 -0.35 -2.46 0.48
Br 3.15185 -1.77571 -0.39850 -0.35 1.44 -1.38 0.00
H 2.89207 -0.70463 -1.44041 0.30 -1.42 1.39 0.00
H -0.95605 -0.12574 1.67388 -0.42 -0.48 -0.12 0.11
H -2.20514 1.06775 1.07646 -1.66 0.54 1.12 0.10
```
Forces are in eV/Å.

As for the frontier orbital gap (alpha / beta): 6.3660 / 8.4545 eV. Its spin multiplicity is 3. The relative energy (zero: lowest compared OMol25 entry of this formula, charge and spin) comes out at 94.7 kJ/mol. The calculation puts the molar mass at 122.95 g/mol. The highest occupied orbital energy (alpha / beta) is -5.775 / -10.922 eV. As for the calculated total energy: -74207.485 eV. The LUMO energy (alpha / beta) is 0.59 / -2.47 eV.

The following is a DFT calculation (ωB97M-V/def2-TZVPD) of 2 unconnected molecules or ions with the total composition C2H3BrO2 in a non-equilibrium geometry.

XYZ file:
```
8
Properties=species:S:1:pos:R:3:forces:R:3:nbo_charge:R:1
C 0.69856 -1.07113 -0.29839 -2.89 -0.07 1.42 -0.13
C -0.34297 -0.11679 0.05663 1.89 2.17 0.02 0.37
O 0.38977 -0.57918 1.04898 -1.02 0.55 0.22 -0.40
O -0.03169 2.23875 -0.06177 0.97 -2.94 -0.87 -0.89
Br -2.10952 0.07024 -0.28172 -0.86 -0.35 0.19 0.23
H 0.52023 -2.10364 -0.36762 -0.97 -1.23 -0.31 0.19
H 1.60090 -0.86363 -0.64954 3.68 1.83 -1.47 0.20
H -0.72528 2.42538 0.55343 -0.80 0.06 0.81 0.42
```
Forces are in eV/Å.

As for the frontier orbital gap (alpha / beta): 8.0933 / 8.1028 eV. The relative energy (zero: lowest compared OMol25 entry of this formula, charge and spin) comes out at 573.2 kJ/mol. The calculation puts the molar mass at 138.95 g/mol. The highest occupied orbital energy (alpha / beta) is -9.134 / -9.142 eV. As for the calculated total energy: -76254.337 eV. The LUMO energy (alpha / beta) is -1.04 / -1.04 eV.